[1]
50
Properties=species:S:1:pos:R:3:forces:R:3 method="wB97M-V/def2-TZVPD" homo_lumo_gap_ev=8.10 de_lowest_kj_mol=94.7 total_charge=0 smiles="N[C@@]1(C(=O)O)CN(CCN2CCCC2)C[C@@H]1CCCB(O)O"
N 1.438 1.589 -0.563 0.5985 -0.1653 0.2164
C 0.611 1.927 0.596 0.4960 -0.3870 -0.8416
C 1.130 3.211 1.216 -1.6767 -0.3903 -0.1366
O 0.489 3.796 2.035 -0.1442 0.8560 0.9387
O 2.297 3.637 0.746 1.0149 0.5530 0.0623
C -0.845 1.998 0.108 -1.6944 -0.3931 1.1431
N -1.590 0.799 0.622 0.5672 0.0280 -0.1694
C -1.933 -0.214 -0.407 1.6468 1.4101 -0.1788
C -0.674 -0.905 -0.990 0.3713 0.0826 -0.2347
N -0.763 -1.360 -2.385 -0.7483 0.1607 -0.4848
C -1.772 -2.419 -2.619 0.6913 -0.5432 0.2625
C -2.910 -1.903 -3.495 0.1113 0.4043 -0.2916
C -2.470 -0.494 -3.920 0.0344 0.2870 -0.1692
C -1.010 -0.321 -3.446 -0.3907 -1.1591 0.6707
C -0.832 0.297 1.782 0.2111 0.1370 -0.1107
C 0.668 0.756 1.629 0.0057 -0.2468 0.4420
C 1.475 1.038 2.944 -1.5277 0.2031 -0.7100
C 1.882 -0.238 3.675 -0.6264 -0.5273 -0.1250
C 2.666 -1.204 2.763 -0.0380 -0.1759 -0.0094
B 2.044 -1.698 1.389 0.2109 -0.3923 1.3448
O 2.587 -1.130 0.289 0.0226 -1.1287 -1.3957
O 1.097 -2.697 1.248 -0.3377 -0.1361 1.0283
H 2.376 1.854 -0.275 0.1874 -0.4872 -0.5990
H 1.207 2.193 -1.338 -0.0149 0.2066 -0.1177
H 2.556 4.441 1.237 -0.2484 -0.2929 -0.1148
H -1.406 2.879 0.483 0.6806 -0.2257 -0.1282
H -0.925 1.991 -0.975 0.2365 0.1325 -0.2032
H -2.469 0.333 -1.191 0.0329 -0.1915 0.0279
H -2.603 -0.917 0.022 -0.7010 -0.6491 0.4261
H 0.202 -0.230 -0.928 -0.6498 -0.0443 -0.1740
H -0.369 -1.748 -0.335 -0.4104 0.1808 -0.5594
H -2.124 -2.817 -1.666 -0.0121 0.0781 0.0480
H -1.277 -3.255 -3.120 -0.0149 -0.0563 -0.0679
H -3.841 -1.821 -2.966 -0.4287 -0.0817 0.4714
H -3.123 -2.552 -4.347 0.2775 0.0432 0.0412
H -3.087 0.256 -3.432 -0.1849 0.0810 0.1082
H -2.606 -0.339 -4.995 0.2461 0.0287 0.1184
H -0.822 0.666 -3.060 0.1472 0.4256 0.2117
H -0.346 -0.491 -4.282 0.3985 -0.0979 -0.1735
H -1.332 0.661 2.686 0.4592 0.2750 0.1646
H -0.906 -0.792 1.841 0.0462 -0.0070 -0.1274
H 1.244 -0.038 1.125 -0.9758 1.1062 -0.0371
H 2.342 1.678 2.735 0.0688 -0.3505 -0.0774
H 0.790 1.661 3.522 0.2505 -0.0348 0.5176
H 2.472 0.041 4.535 0.4203 0.0504 0.2669
H 1.005 -0.754 4.133 0.2778 0.3431 -0.5436
H 2.989 -2.101 3.297 -0.0803 -0.0042 0.3367
H 3.588 -0.723 2.447 0.2690 0.2548 0.0927
H 2.146 -1.535 -0.481 0.3727 0.4627 -0.0984
H 0.733 -3.010 2.110 0.5520 0.3776 -1.0610


[2]
17
Properties=species:S:1:pos:R:3:forces:R:3 method="wB97M-V/def2-TZVPD" homo_lumo_gap_ev=9.26 de_lowest_kj_mol=237.1 total_charge=0 smiles="[H]/N=C/C1=N[C@@H](N)S(=O)(=O)C1"
H 2.118 -0.716 3.533 0.1362 0.2494 -0.8263
N 1.718 -0.934 2.607 -0.5790 -0.2036 0.8496
C 1.446 0.044 1.872 1.5168 1.6380 -0.8567
C 0.769 -0.059 0.585 -1.4964 -1.6912 -1.8287
N -0.400 -0.573 0.608 -1.0753 -1.4053 1.2534
C -1.189 -0.718 -0.564 -0.0182 4.1926 0.1314
N -2.594 -0.424 -0.531 1.1802 -0.5275 0.6316
S -0.411 0.796 -1.476 1.2051 1.1574 -3.3614
O -0.316 0.689 -2.928 -0.0229 -0.9763 0.9034
O -0.927 2.066 -1.072 -0.2985 0.1114 1.4384
C 1.273 0.491 -0.749 -0.1325 -2.3007 0.7778
H 1.787 1.108 1.864 0.0940 -0.3373 1.4343
H -0.920 -1.458 -1.237 0.4979 -1.9306 -0.9747
H -3.179 -1.095 -1.003 0.0027 -0.0688 0.2683
H -2.899 -0.143 0.390 -0.1681 -0.0975 -0.1621
H 1.968 1.283 -0.514 -0.0340 0.5809 -0.7417
H 1.754 -0.357 -1.387 -0.8080 1.6091 1.0635


[3]
35
Properties=species:S:1:pos:R:3:forces:R:3 method="wB97M-V/def2-TZVPD" homo_lumo_gap_ev="8.68 / 5.64" multiplicity=5 de_lowest_kj_mol=58.7 total_charge=+2
O 1.528 -2.150 1.590 -0.6392 3.2151 -1.6198
C 1.333 -1.088 1.161 0.8219 -5.2746 2.5366
Fe 1.105 0.579 0.693 -4.6834 2.4086 1.5889
C 2.124 1.184 2.050 4.9304 -0.2965 4.0370
O 2.936 1.239 2.880 -3.2716 0.3564 -2.8351
C 2.255 0.485 -0.587 7.0405 -1.7490 -4.0538
O 3.263 0.176 -1.079 -3.6726 1.2990 1.0556
C -1.665 0.237 2.276 1.2573 1.7657 0.1377
C -1.858 -0.529 1.029 0.5083 -0.5720 -0.9702
C -0.737 -0.156 0.031 -1.1295 -0.3318 -0.9086
C -0.595 1.253 -0.220 -0.0289 0.3491 0.4855
C -0.427 2.000 0.992 -0.5379 -0.7252 -0.9770
C -0.841 1.343 2.229 -0.6694 -0.2433 1.3374
H -2.109 -0.094 3.248 0.8641 1.4246 -1.3178
H -1.865 -1.622 1.168 0.2636 0.2777 0.1031
H -2.833 -0.358 0.510 0.4758 0.2010 0.3927
H -0.611 -0.890 -0.784 -0.2833 0.6978 0.2130
H -0.517 1.692 -1.217 0.2933 -0.1268 0.3484
H -0.146 3.060 1.006 -0.1964 -0.4532 -0.0582
H -0.579 1.831 3.186 -0.2526 -0.1160 -0.6890
F -7.083 -1.759 6.163 0.9616 0.9226 0.7858
C -6.376 -0.899 6.965 -2.2694 0.3776 0.3781
F -6.820 0.370 6.681 0.6749 -1.4135 0.2663
F -6.719 -1.172 8.255 0.6821 0.2834 -1.3881
C -4.894 -1.020 6.716 -0.1165 -0.0192 -0.4122
C -3.972 -0.961 7.767 0.2102 -0.0006 -0.3484
C -2.600 -1.112 7.490 0.3154 -0.0797 -0.4431
C -2.171 -1.332 6.188 0.2794 -0.0243 0.1987
C -3.118 -1.423 5.125 -0.2417 0.0354 0.6936
S -2.713 -1.903 3.573 -0.8710 -1.7811 1.1555
C -4.492 -1.200 5.408 -0.2818 -0.4043 0.0933
H -4.316 -0.789 8.782 0.0201 -0.0958 -0.0888
H -1.877 -1.080 8.308 -0.2082 0.0214 -0.3432
H -1.123 -1.479 5.930 -0.1534 0.0259 0.3831
H -5.210 -1.260 4.594 -0.0921 0.0454 0.2629


[4]
8
Properties=species:S:1:pos:R:3:forces:R:3 method="wB97M-V/def2-TZVPD" homo_lumo_gap_ev=7.04 de_lowest_kj_mol=66.8 total_charge=-1
B -0.870 -0.060 0.053 -0.3641 -0.2312 -0.2641
C -0.391 1.304 -0.175 3.1115 1.5824 0.3164
C 0.934 -0.773 0.085 -0.9251 0.4869 2.7247
O 1.185 -1.145 -1.001 0.8144 -0.9081 -4.0184
O 0.355 2.217 -0.233 -2.0095 -1.1746 -0.1649
O 1.470 -0.904 1.169 -0.1819 0.5497 1.1134
H -1.460 -0.102 1.104 -0.0444 -0.2675 -0.1736
H -1.223 -0.536 -1.002 -0.4009 -0.0376 0.4667